Below is an isolated molecule of C17H28N2O3S at a distorted geometry, with properties calculated with the ωB97M-V functional and the def2-TZVPD basis.

Last columns: bonded neighbours and bond lengths (Å).
Cartesian coordinates (Å):
1 C -8.1061 -0.9179 -0.4540  C2 1.524, H24 1.087, H25 1.088, H26 1.088
2 C -7.3858 -1.3189 0.8282  C1 1.524, C3 1.529, H27 1.093, H28 1.092
3 C -5.8747 -1.4688 0.6491  C2 1.529, C4 1.527, H29 1.093, H30 1.093
4 C -5.1628 -0.1471 0.3678  C3 1.527, C5 1.527, H31 1.091, H32 1.093
5 C -3.6470 -0.3220 0.3023  C4 1.527, C6 1.528, H33 1.092, H34 1.092
6 C -2.9353 0.9983 0.0123  C5 1.528, C7 1.530, H35 1.092, H36 1.093
7 C -1.4097 0.8919 0.0532  C6 1.530, C8 1.527, H37 1.091, H38 1.090
8 C -0.8396 0.0904 -1.1145  C7 1.527, C9 1.528, H39 1.093, H40 1.091
9 C 0.6825 -0.0357 -1.0616  C8 1.528, C10 1.517, H41 1.092, H42 1.093
10 C 1.4049 1.2874 -1.2342  C9 1.517, S11 1.830, H43 1.086, H44 1.087
11 S 1.5886 2.1779 0.3543  C10 1.830, O12 1.431, O13 1.433, N14 1.693
12 O 1.4631 1.2708 1.4540  S11 1.431
13 O 0.8050 3.3774 0.3438  S11 1.433
14 N 3.1783 2.7545 0.2782  S11 1.693, N15 1.338, H45 1.007
15 N 4.3126 2.0504 0.1895  N14 1.338, C16 1.275
16 C 4.3297 0.7923 0.3991  N15 1.275, C17 1.448, H46 1.089
17 C 5.5670 0.0462 0.3060  C16 1.448, C18 1.395, C23 1.399
18 C 5.5664 -1.3270 0.5497  C17 1.395, C19 1.380, H47 1.080
19 C 6.7330 -2.0601 0.4666  C18 1.380, C20 1.391, H48 1.082
20 C 7.9295 -1.4329 0.1352  C19 1.391, O21 1.357, C22 1.395
21 O 9.1004 -2.1130 0.0401  C20 1.357, H49 0.965
22 C 7.9410 -0.0599 -0.1114  C20 1.395, C23 1.376, H50 1.078
23 C 6.7757 0.6663 -0.0263  C17 1.399, C22 1.376, H51 1.078
24 H -7.7974 0.0710 -0.7822  C1 1.087
25 H -9.1818 -0.9002 -0.2931  C1 1.088
26 H -7.8904 -1.6286 -1.2491  C1 1.088
27 H -7.7912 -2.2725 1.1756  C2 1.093
28 H -7.5837 -0.5748 1.6030  C2 1.092
29 H -5.6775 -2.1671 -0.1680  C3 1.093
30 H -5.4563 -1.9028 1.5608  C3 1.093
31 H -5.5119 0.2668 -0.5797  C4 1.091
32 H -5.4098 0.5689 1.1553  C4 1.093
33 H -3.2880 -0.7201 1.2542  C5 1.092
34 H -3.4111 -1.0526 -0.4739  C5 1.092
35 H -3.2490 1.7325 0.7572  C6 1.092
36 H -3.2467 1.3707 -0.9669  C6 1.093
37 H -1.1035 0.4277 0.9922  C7 1.091
38 H -0.9897 1.8980 0.0397  C7 1.090
39 H -1.1310 0.5613 -2.0571  C8 1.093
40 H -1.2608 -0.9163 -1.1037  C8 1.091
41 H 0.9737 -0.4568 -0.0969  C9 1.092
42 H 1.0103 -0.7240 -1.8455  C9 1.093
43 H 0.8772 1.9759 -1.8872  C10 1.086
44 H 2.4217 1.1429 -1.5916  C10 1.087
45 H 3.2702 3.7253 0.0248  N14 1.007
46 H 3.4362 0.2294 0.6672  C16 1.089
47 H 4.6424 -1.8218 0.8115  C18 1.080
48 H 6.7211 -3.1249 0.6606  C19 1.082
49 H 8.9586 -3.0459 0.2424  O21 0.965
50 H 8.8783 0.4090 -0.3655  C22 1.078
51 H 6.7734 1.7282 -0.2112  C23 1.078

Results
HOMO: -0.3006 hartree
E_LUMO: 0.6 eV
frontier orbital gap: 8.82 eV
energy relative to the best compared isomer or geometry (same formula, charge and spin): 1.108 eV